{
  "formula": "C16H20F9N4O2PtS",
  "method": "ωB97M-V with the def2-TZVPD basis set",
  "elements": ["C", "C", "F", "C", "H", "N", "H", "H", "F", "N", "H", "C", "H", "H", "H", "C", "O", "Pt", "F", "N", "H", "C", "H", "H", "O", "C", "H", "C", "H", "C", "H", "H", "F", "H", "C", "F", "F", "H", "H", "F", "C", "H", "C", "C", "N", "F", "H", "C", "F", "H", "C", "S", "C"],
  "xyz": [[-0.77898, -3.24076, -0.14040], [1.76559, -1.19387, 2.14956], [3.78356, 0.07651, 2.17380], [-2.07028, -6.95729, -0.51259], [-0.56237, -2.27430, -5.04294], [-0.46903, -2.21318, -0.58589], [-0.16905, -5.97484, 1.28947], [-2.02218, -1.53528, -5.73956], [2.21197, 0.73392, 3.48819], [0.57532, 1.70410, -0.23916], [0.04218, -7.40902, -0.71545], [0.87750, -1.97817, 3.16170], [-0.44843, 2.28401, -2.00331], [0.20709, 4.79148, -1.42346], [-2.14434, 1.08022, -5.33508], [1.22506, 2.28512, 0.74411], [-0.87667, 0.09407, -2.11958], [0.17206, -0.28536, -0.37267], [3.59466, -2.74693, 1.89745], [-0.99538, -0.34964, -4.33630], [-2.39528, -7.65225, -1.28669], [-0.82134, -0.70772, -3.08480], [-3.01246, -5.25451, -1.45620], [-2.14013, -7.49259, 0.43975], [1.04892, -0.28369, 1.43624], [-2.52471, -4.73996, 0.56830], [-1.35642, 1.64939, -3.85201], [2.57351, -2.18498, 1.25471], [-0.51621, -6.10055, -1.74805], [-2.99455, -5.74105, -0.47612], [-0.39712, 1.39275, -5.32531], [-4.01832, -6.03885, -0.24599], [1.49639, -3.05052, 3.66531], [-0.64457, -1.76927, -2.91474], [0.44920, 3.90245, -0.86696], [1.77834, -3.18642, 0.81797], [3.34084, -1.04138, 3.97597], [1.64024, 1.72816, 1.56597], [-3.10724, -3.82076, 0.56364], [3.04680, -1.56721, 0.17438], [-1.23776, 1.03131, -4.73326], [0.83228, -5.14570, 0.09891], [-0.16482, -5.53247, 0.29052], [2.79883, -0.35142, 2.97457], [-1.10886, -4.39571, 0.32973], [-0.24828, -2.40417, 2.57499], [-0.41365, -0.97914, -6.23806], [-0.61920, -6.54246, -0.75211], [0.51192, -1.19128, 4.17159], [-2.57860, -5.17116, 1.57049], [-1.00355, -1.34707, -5.40048], [1.33314, 3.95977, 0.59367], [0.12276, 2.62550, -1.16042]],
  "forces_ev_per_a": [[0.035, 0.096, 0.003], [0.308, 0.143, -0.139], [0.005, 0.025, -0.008], [0.003, -0.007, -0.004], [-0.023, -0.007, 0.007], [0.306, 0.183, 0.422], [0.011, 0.004, 0.001], [0.001, 0.021, -0.016], [0.005, 0.026, 0.018], [0.028, 0.015, -0.027], [0.000, 0.001, 0.003], [-0.130, -0.018, -0.015], [0.024, 0.013, 0.011], [0.003, -0.002, -0.003], [-0.005, 0.008, 0.010], [0.059, -0.006, -0.069], [0.378, -0.035, -0.097], [-0.776, 0.125, 0.167], [-0.010, 0.015, -0.015], [-0.101, -0.039, 0.023], [0.001, 0.001, -0.001], [-0.020, -0.002, -0.054], [-0.001, -0.002, -0.003], [-0.003, 0.001, 0.000], [-0.180, -0.393, -0.120], [0.005, 0.016, 0.059], [-0.046, 0.006, 0.007], [-0.006, -0.013, 0.074], [0.003, -0.002, 0.001], [0.009, -0.002, 0.006], [-0.005, -0.002, -0.010], [0.002, -0.001, 0.006], [0.043, -0.005, -0.014], [0.110, 0.008, -0.018], [-0.016, 0.006, -0.004], [0.082, -0.003, 0.086], [0.010, 0.030, -0.003], [-0.026, 0.058, -0.011], [-0.002, -0.001, -0.009], [-0.009, -0.013, -0.001], [-0.009, -0.023, -0.005], [-0.030, -0.039, -0.031], [0.003, -0.018, 0.019], [0.063, -0.130, 0.023], [-0.052, -0.034, -0.137], [-0.100, -0.061, -0.231], [0.019, -0.012, 0.006], [-0.020, 0.004, 0.005], [0.023, 0.029, 0.054], [-0.011, 0.014, 0.005], [0.014, 0.001, -0.006], [0.003, -0.007, 0.016], [0.025, 0.027, 0.018]],
  "mulliken_charge": [0.82, 1.45, -0.27, -0.67, 0.33, -0.64, 0.33, 0.35, -0.23, 0.11, 0.35, 0.58, -0.04, 0.44, 0.35, 0.14, -0.81, 0.79, -0.27, 0.15, 0.33, 0.52, 0.28, 0.31, -1.05, -0.76, 0.21, -0.08, 0.28, -0.55, 0.34, 0.35, -0.27, 0.18, -0.20, -0.05, -0.27, 0.21, 0.51, -0.26, -0.90, 0.40, -0.55, 0.32, 0.01, -0.21, 0.33, -0.64, -0.27, 0.31, -0.93, -0.10, -0.08],
  "charge": 1,
  "spin_multiplicity": 1
}

{
  "formula": "C16H20IN3Se4Zr",
  "method": "ωB97M-V with the def2-TZVPD basis set",
  "elements": ["C", "H", "Se", "N", "H", "C", "H", "H", "H", "Se", "H", "C", "H", "H", "N", "Se", "C", "H", "H", "H", "H", "H", "H", "C", "H", "H", "Se", "H", "C", "Zr", "C", "I", "H", "N", "C", "H", "C", "C", "C", "C", "C", "C", "C", "C", "H"],
  "xyz": [[1.00773, 0.59023, 1.10607], [2.79073, 1.20691, 0.21844], [-1.73398, 2.55494, 0.51835], [-0.78007, 0.07630, -2.38377], [-1.21071, -2.48530, 2.59009], [1.91018, 1.87089, 3.42170], [3.66040, 2.34168, 2.35393], [-2.80004, -0.69183, 3.27555], [0.13052, 1.92547, -2.22072], [-3.81774, 2.97208, -0.37994], [0.67029, -0.88692, -4.40639], [1.18330, -0.97674, -3.49221], [-1.60811, 2.02238, -2.62021], [-0.32056, 1.49121, -3.82573], [0.40371, -0.03951, 0.00351], [-4.21598, 0.73614, -1.08171], [-0.38422, -1.72865, 2.62244], [0.03944, 1.19685, 4.23652], [-2.40227, 0.96770, 3.35727], [-1.30448, -0.92922, -4.17555], [-1.49545, -0.17604, 4.32506], [-2.16665, -1.57193, -2.86921], [2.11943, 2.43636, 4.30480], [2.22159, 1.24132, 1.13620], [2.87159, -1.34728, 0.01011], [0.31939, -1.97830, 1.81800], [-4.15362, -0.44860, 0.92770], [2.98963, -1.86227, -4.26305], [0.66302, 1.25701, 3.39728], [-1.62906, -0.15926, -0.06179], [1.10481, -0.59090, -1.06863], [-1.58414, -3.07394, -0.29432], [0.13594, -1.73835, 3.53465], [-0.92796, -0.35448, 2.32514], [-0.64030, 1.51132, -2.76647], [-2.58668, -0.00957, -3.37521], [0.55184, -0.52261, -2.34229], [-1.91510, -0.02516, 3.34097], [2.39235, -1.23066, -0.99916], [-1.75029, -0.61918, -3.24684], [2.41534, -1.57644, -3.38415], [2.68992, 1.80350, 2.31772], [2.97305, -1.69732, -2.11402], [0.21671, 0.55349, 2.28510], [3.96652, -2.03535, -2.05523]],
  "forces_ev_per_a": [[-1.171, -0.793, 0.653], [0.305, 0.267, 0.079], [0.513, -0.416, 0.130], [-0.623, -0.163, 1.137], [0.747, 0.833, 0.167], [-1.656, -0.102, 0.660], [-0.645, -0.592, -0.297], [0.812, -0.001, -0.118], [1.372, 1.034, 1.413], [-0.314, -0.360, -0.316], [-0.298, 0.123, -1.109], [0.155, -0.251, 1.138], [0.587, -0.057, -0.137], [-0.340, 0.430, 0.208], [1.062, 0.042, 0.106], [0.123, -0.012, 0.398], [-1.120, -0.365, -1.972], [-0.548, 0.339, 1.298], [0.918, -0.145, -0.748], [0.080, 0.364, -0.721], [0.204, -0.124, 0.473], [0.607, 0.456, 0.576], [0.671, 0.151, 0.280], [0.231, -0.566, -0.347], [-0.433, 0.187, -1.177], [-0.230, -0.014, 0.266], [0.099, 0.327, -0.416], [-0.253, -0.121, 0.192], [-0.102, -1.073, -1.293], [-1.450, -0.155, 0.005], [2.006, -0.394, -0.519], [-0.040, 0.406, -0.333], [0.549, 0.139, 1.493], [0.069, 0.204, -1.001], [-1.741, -1.503, -1.944], [-1.150, 1.212, -0.564], [-0.867, -0.097, 0.440], [-1.706, -0.071, 0.894], [-1.829, 1.106, 2.844], [0.742, -1.558, 0.149], [0.167, 0.279, -0.173], [1.656, 1.330, -0.821], [0.585, 0.093, -1.514], [1.181, 0.408, 0.349], [1.072, -0.794, 0.173]],
  "mulliken_charge": [-0.79, 0.59, -0.11, 1.16, 0.33, -0.85, 0.31, 0.39, 0.30, -0.16, 0.46, -0.56, 0.33, 0.35, 1.15, -0.24, -1.13, 0.45, 0.29, 0.24, 0.45, 0.20, 0.44, -0.56, 0.38, 0.29, -0.29, 0.39, -0.50, 0.08, -0.28, -0.30, 0.37, 1.16, -1.09, 0.45, 0.23, -1.46, -0.21, -0.93, -0.82, -0.66, -0.79, 0.54, 0.42],
  "spin_multiplicity": 1
}

We obtain HOMO-LUMO gap values of 9.670; 7.016 eV for the records listed above, in that order.